A 6-piece molecular cluster, C19H28O17 overall, computed with wB97M-V/def2-TZVPD.

CARTESIAN COORDINATES (ANGSTROEM)
C1 9.41 13.51 -15.43
C2 10.18 13.33 -16.72
O1 10.38 11.95 -17.07
C3 11.01 11.66 -18.21
C4 11.03 10.15 -18.39
O2 11.34 12.32 -19.16
H1 8.55 12.83 -15.37
H2 9.01 14.51 -15.36
H3 10.08 13.31 -14.60
H4 9.76 13.97 -17.49
H5 11.21 13.66 -16.53
H6 10.58 9.88 -19.35
H7 10.43 9.58 -17.68
H8 12.04 9.74 -18.38
O3 15.96 12.04 -20.58
C5 15.28 12.19 -19.64
O4 14.94 13.39 -19.17
C6 14.60 13.31 -17.79
C7 14.34 11.81 -17.60
O5 14.82 11.22 -18.81
H9 15.47 13.63 -17.22
H10 13.75 13.98 -17.62
H11 13.32 11.59 -17.30
H12 14.94 11.50 -16.75
O6 7.71 5.73 -15.08
C8 7.63 6.77 -15.65
O7 8.63 7.58 -16.02
C9 8.11 8.63 -16.85
C10 6.59 8.55 -16.65
O8 6.43 7.28 -16.01
H13 8.54 9.58 -16.53
H14 8.36 8.43 -17.89
H15 6.09 8.49 -17.61
H16 6.19 9.30 -15.98
O9 12.29 7.19 -19.09
C11 12.65 6.10 -18.87
O10 13.88 5.74 -18.47
C12 14.01 4.31 -18.32
C13 12.64 3.86 -18.87
O11 11.84 5.02 -18.93
H17 14.81 4.10 -19.03
H18 14.18 3.90 -17.33
H19 12.22 3.04 -18.30
H20 12.78 3.58 -19.92
O12 12.79 7.88 -24.35
C14 13.04 8.69 -23.55
O13 14.23 8.81 -22.92
C15 14.15 9.79 -21.88
C16 12.70 10.28 -21.96
O14 12.13 9.54 -23.06
H21 14.33 9.52 -20.84
H22 14.71 10.71 -22.01
H23 12.53 11.33 -22.18
H24 12.16 9.91 -21.10
O15 8.93 5.78 -18.97
C17 8.81 6.24 -20.05
O16 8.29 5.58 -21.11
C18 8.43 6.36 -22.30
C19 8.47 7.77 -21.68
O17 8.98 7.55 -20.36
H25 9.39 6.14 -22.76
H26 7.60 6.25 -23.00
H27 7.45 8.13 -21.59
H28 9.13 8.38 -22.27

The calculated total energy is -2019.879934 Eh. The value obtained for the LUMO energy is 0.3 eV. The energy relative to the best compared isomer or geometry (same formula, charge and spin) comes out at 8.8 kcal per mole. The calculation puts the HOMO energy at -0.3916 Eh. The SMILES is CCOC(C)=O.O=C1OCCO1.O=C1OCCO1.O=C1OCCO1.O=C1OCCO1.O=C1OCCO1.

Atom charges from the Löwdin analysis, given in e for atoms 1 to 6: -0.063 -0.215 0.000 -0.561 0.021 0.111

The molecule C19H28O8, computed with wB97M-V/def2-TZVPD.

CARTESIAN COORDINATES (ANGSTROEM)
C1 0.79 -2.88 1.67
C2 0.35 -1.47 1.26
C3 1.18 -0.96 0.08
O1 2.54 -0.95 0.44
C4 3.44 -1.10 -0.55
O2 3.16 -1.36 -1.69
C5 4.84 -0.88 -0.02
C6 5.33 0.49 -0.48
C7 6.76 0.74 -0.07
O3 7.47 -0.04 0.50
O4 7.16 1.97 -0.41
O5 0.85 0.37 -0.23
C8 -0.49 0.56 -0.62
O6 -0.65 1.90 -0.90
C9 -1.05 2.66 0.25
C10 -0.36 4.02 0.18
C11 -2.59 2.77 0.28
C12 -3.26 1.63 -0.49
C13 -2.95 0.23 0.05
C14 -3.41 -0.84 -0.95
C15 -4.90 -0.74 -1.26
C16 -3.10 -2.24 -0.41
C17 -1.61 -2.40 -0.13
C18 -1.15 -1.38 0.90
C19 -1.47 0.07 0.47
O7 -1.27 0.85 1.66
O8 -0.57 2.06 1.41
H1 1.80 -2.84 2.07
H2 0.12 -3.27 2.43
H3 0.79 -3.55 0.82
H4 0.54 -0.79 2.09
H5 1.05 -1.60 -0.81
H6 5.50 -1.65 -0.43
H7 4.84 -0.95 1.06
H8 4.71 1.28 -0.05
H9 5.27 0.58 -1.56
H10 8.08 2.11 -0.15
H11 -0.67 0.01 -1.56
H12 -0.55 4.45 -0.79
H13 -0.73 4.66 0.97
H14 0.71 3.87 0.31
H15 -2.88 3.72 -0.17
H16 -2.91 2.77 1.32
H17 -4.34 1.80 -0.45
H18 -2.94 1.69 -1.53
H19 -3.52 0.09 0.98
H20 -2.85 -0.71 -1.88
H21 -5.48 -0.75 -0.34
H22 -5.21 -1.58 -1.86
H23 -5.13 0.17 -1.81
H24 -3.42 -2.99 -1.13
H25 -3.66 -2.40 0.52
H26 -1.42 -3.40 0.25
H27 -1.05 -2.28 -1.06
H28 -1.71 -1.55 1.83

The calculated total energy is -1342.698713 Eh. The value obtained for the LUMO energy is 0.7 eV. The energy relative to the best compared isomer or geometry (same formula, charge and spin) comes out at 0.0 kcal per mole. The calculation puts the HOMO energy at -0.3490 Eh. The SMILES is C[C@H]1[C@H](OC(=O)CCC(=O)O)O[C@@H]2O[C@@]3(C)CC[C@H]4[C@H](C)CC[C@@H]1[C@@]24OO3.

Atom charges from the Löwdin analysis, given in e for atoms 1 to 6: -0.035 -0.230 -0.302 0.082 -0.468 0.136

A 2-piece molecular cluster, C19H29Br3O4S overall, computed with wB97M-V/def2-TZVPD.

CARTESIAN COORDINATES (ANGSTROEM)
C1 4.26 -2.43 0.34
C2 4.52 -1.13 1.31
C3 5.19 0.17 0.57
C4 4.53 0.56 -0.88
C5 4.27 2.17 -1.01
C6 2.91 2.72 -0.27
C7 1.91 1.56 0.31
C8 1.05 0.98 -0.97
C9 0.58 -0.58 -0.79
C10 -1.09 -0.68 -0.80
C11 -1.45 0.27 0.52
C12 -2.26 1.67 0.21
C13 -2.57 2.64 1.51
C14 -2.10 2.26 3.06
C15 -1.30 0.84 3.35
C16 -0.99 -0.12 2.05
O1 -1.38 -0.13 -2.15
S1 -1.42 -1.40 -3.30
O2 -0.09 -2.02 -3.81
O3 -2.16 -0.90 -4.56
O4 -2.22 -2.52 -2.26
C17 -1.72 -2.19 -0.88
Br1 -3.31 -2.68 0.23
H1 4.01 -3.34 1.07
H2 5.20 -2.74 -0.29
H3 3.30 -2.31 -0.34
H4 5.30 -1.47 2.15
H5 3.52 -0.92 1.88
H6 5.20 1.16 1.21
H7 6.33 -0.11 0.38
H8 3.61 -0.12 -1.13
H9 5.35 0.29 -1.70
H10 4.24 2.50 -2.13
H11 5.18 2.70 -0.46
H12 3.20 3.52 0.56
H13 2.29 3.32 -1.09
H14 2.42 0.73 0.96
H15 1.14 2.11 1.04
H16 1.80 0.99 -1.90
H17 0.18 1.73 -1.21
H18 1.08 -1.25 -1.62
H19 0.96 -1.01 0.25
H20 -2.58 1.97 -0.88
H21 -3.13 3.67 1.28
H22 -2.31 2.99 3.95
H23 -0.95 0.53 4.44
H24 -0.39 -1.14 2.18
H25 -0.86 -2.98 -0.76
Br2 -5.89 0.31 0.61
C18 -7.51 -0.77 0.66
C19 -7.45 -1.89 -0.36
Br3 -7.79 -1.23 -2.16
H26 -8.35 -0.10 0.51
H27 -7.55 -1.18 1.68
H28 -8.24 -2.62 -0.17
H29 -6.49 -2.41 -0.38

The calculated total energy is -9162.013323 Eh. The value obtained for the LUMO energy is -0.3 eV. The calculation puts the HOMO energy at -0.3325 Eh. The SMILES is CCCCCCCCC[C@@]1(c2ccccc2)OS(=O)(=O)O[C@@H]1Br.BrCCBr.

Atom charges from the Löwdin analysis, given in e for atoms 1 to 6: -0.150 -0.268 -0.222 -0.223 -0.219 -0.217

A 3-piece molecular cluster, C19H29Br5F5N3O overall, computed with wB97M-V/def2-TZVPD.

CARTESIAN COORDINATES (ANGSTROEM)
C1 1.05 3.62 3.27
C2 2.30 3.13 2.33
C3 1.77 2.81 0.81
O1 2.21 1.49 0.40
C4 1.44 1.00 -0.74
N1 2.38 0.08 -1.48
C5 0.96 2.15 -1.74
N2 0.73 2.94 -2.64
C6 0.21 0.02 -0.25
C7 -1.08 0.95 0.11
N3 -2.19 1.44 0.12
C8 -0.13 -1.15 -1.30
C9 -0.46 -0.67 -2.79
C10 -1.90 0.05 -2.98
Br1 -2.95 -0.61 -4.53
C11 0.71 -0.56 1.20
C12 -0.16 -1.80 1.73
C13 -1.56 -1.35 2.45
C14 -2.23 -2.63 3.21
F1 -2.73 -3.57 2.24
F2 -1.30 -3.33 4.03
C15 -3.48 -2.18 4.11
F3 -3.74 -3.09 5.18
F4 -3.33 -0.89 4.71
F5 -4.62 -2.08 3.23
H1 0.70 2.71 3.87
H2 1.35 4.50 3.96
H3 0.15 3.98 2.66
H4 2.82 2.21 2.77
H5 3.02 4.04 2.30
H6 0.64 2.95 0.85
H7 2.23 3.66 0.16
H8 2.43 0.33 -2.47
H9 3.31 0.07 -1.02
H10 -1.06 -1.72 -0.90
H11 0.71 -1.93 -1.37
H12 -0.51 -1.64 -3.44
H13 0.36 -0.03 -3.29
H14 -2.55 -0.10 -2.03
H15 -1.75 1.19 -3.06
H16 1.80 -0.94 1.13
H17 0.65 0.26 2.02
H18 0.46 -2.28 2.59
H19 -0.34 -2.63 0.97
H20 -2.34 -0.96 1.71
H21 -1.29 -0.61 3.28
Br2 5.69 -0.04 -1.21
C16 5.66 0.64 -3.03
C17 5.94 2.13 -3.07
Br3 4.38 3.15 -2.51
H22 4.69 0.38 -3.46
H23 6.44 0.09 -3.56
H24 6.14 2.45 -4.09
H25 6.76 2.42 -2.42
Br4 -5.22 -0.66 -2.19
C18 -5.51 -2.32 -1.20
C19 -4.24 -2.79 -0.55
Br5 -3.04 -3.61 -1.84
H26 -5.93 -3.04 -1.91
H27 -6.26 -2.07 -0.45
H28 -4.45 -3.58 0.18
H29 -3.68 -1.99 -0.06

The calculated total energy is -14350.109815 Eh. The value obtained for the LUMO energy is 0.3 eV. The calculation puts the HOMO energy at -0.3376 Eh. The SMILES is CCCO[C@](N)(C#N)[C@@](C#N)(CCCBr)CCCC(F)(F)C(F)(F)F.BrCCBr.BrCCBr.

Atom charges from the Löwdin analysis, given in e for atoms 1 to 6: -0.128 -0.186 -0.200 -0.147 -0.404 0.081

A 2-piece molecular cluster, C19H29FN4O6S overall, computed with wB97M-V/def2-TZVPD.

CARTESIAN COORDINATES (ANGSTROEM)
C1 -4.97 -1.05 2.72
C2 -3.93 -1.18 1.61
O1 -4.25 -1.84 0.63
N1 -2.68 -0.58 1.68
C3 -2.21 0.18 2.85
C4 -0.83 -0.32 3.29
N2 0.10 -0.30 2.15
S1 1.78 -0.47 2.52
O2 2.56 -0.05 1.35
O3 2.07 0.32 3.73
C5 2.00 -2.25 2.84
C6 2.62 -3.07 1.88
C7 2.80 -4.43 2.13
C8 2.35 -4.99 3.33
C9 1.74 -4.19 4.30
F1 1.32 -4.73 5.46
C10 1.57 -2.82 4.05
C11 -0.35 -1.05 0.95
C12 -1.75 -0.59 0.53
H1 -5.17 0.01 2.92
H2 -4.60 -1.52 3.64
H3 -5.90 -1.53 2.43
H4 -2.89 0.09 3.70
H5 -2.15 1.24 2.59
H6 -0.46 0.33 4.10
H7 -0.91 -1.33 3.69
H8 2.97 -2.64 0.95
H9 3.28 -5.06 1.38
H10 2.48 -6.05 3.53
H11 1.12 -2.20 4.83
H12 0.34 -0.89 0.12
H13 -0.38 -2.12 1.18
H14 -1.69 0.43 0.13
H15 -2.10 -1.23 -0.28
C13 -2.14 2.97 -4.18
N3 -1.89 1.73 -3.45
C14 -0.72 1.30 -2.95
O4 -0.70 0.26 -2.30
C15 0.58 2.08 -3.17
N4 1.33 2.14 -1.90
C16 2.26 3.05 -1.61
C17 2.89 2.98 -0.24
O5 2.62 3.90 -2.41
C18 1.43 1.43 -4.27
C19 0.69 1.03 -5.54
O6 2.41 2.36 -4.70
H16 -3.20 3.03 -4.45
H17 -1.90 3.83 -3.55
H18 -1.55 3.02 -5.09
H19 -2.67 1.12 -3.27
H20 0.33 3.10 -3.48
H21 1.12 1.44 -1.20
H22 3.49 3.87 -0.08
H23 3.51 2.09 -0.17
H24 2.11 2.93 0.52
H25 1.93 0.55 -3.87
H26 1.40 0.63 -6.27
H27 0.19 1.89 -5.98
H28 -0.04 0.25 -5.32
H29 2.66 2.90 -3.93

The calculated total energy is -1909.950463 Eh. The value obtained for the LUMO energy is 0.1 eV. The calculation puts the HOMO energy at -0.3449 Eh. The SMILES is CC(=O)N1CCN(S(=O)(=O)c2cccc(F)c2)CC1.CNC(=O)[C@@H](NC(C)=O)[C@@H](C)O.

Atom charges from the Löwdin analysis, given in e for atoms 1 to 6: -0.006 -0.471 0.035 -0.049 -0.125 -0.178

C19H29HfN5O4S2 as an isolated structure, computed with wB97M-V/def2-TZVPD.

CARTESIAN COORDINATES (ANGSTROEM)
Hf1 1.15 -1.31 -0.12
N1 2.79 -2.80 -0.81
C1 4.06 -2.44 -1.52
C2 4.94 -1.46 -0.74
C3 4.90 -0.02 -1.25
C4 3.69 0.81 -0.85
N2 2.40 0.23 -1.38
H1 3.05 -3.33 0.03
H2 2.29 -3.49 -1.37
H3 3.78 -2.04 -2.50
H4 4.61 -3.37 -1.72
H5 5.97 -1.81 -0.80
H6 4.67 -1.49 0.32
H7 4.99 -0.01 -2.35
H8 5.77 0.52 -0.89
H9 3.79 1.82 -1.24
H10 3.60 0.86 0.23
H11 2.56 -0.04 -2.35
H12 1.74 1.02 -1.44
C5 -3.84 -2.10 -3.64
C6 -2.49 -1.84 -3.09
C7 -1.67 -0.80 -3.58
C8 -0.45 -0.63 -2.99
N3 -0.03 -1.45 -2.01
C9 -0.87 -2.43 -1.60
S1 -0.27 -3.40 -0.28
N4 -2.08 -2.62 -2.09
H13 -4.07 -1.48 -4.50
H14 -4.59 -1.93 -2.86
H15 -3.92 -3.15 -3.92
H16 -2.00 -0.16 -4.38
H17 0.22 0.16 -3.31
C10 -5.86 2.43 2.53
C11 -4.45 2.25 2.05
C12 -3.64 3.35 1.79
C13 -2.34 3.19 1.34
C14 -1.86 1.89 1.15
C15 -2.65 0.77 1.40
C16 -3.94 0.96 1.85
S2 -0.22 1.75 0.67
O1 0.23 2.79 -0.19
O2 -0.10 0.38 0.07
N5 0.76 1.78 1.97
C17 0.45 1.15 3.26
C18 1.40 -0.04 3.56
C19 1.41 -0.86 2.33
O3 0.37 -1.46 1.92
O4 2.41 -0.84 1.51
H18 -6.07 3.47 2.78
H19 -6.05 1.82 3.41
H20 -6.57 2.11 1.76
H21 -4.03 4.35 1.93
H22 -1.72 4.05 1.13
H23 -2.26 -0.23 1.25
H24 -4.57 0.10 2.05
H25 1.25 2.67 1.99
H26 -0.58 0.80 3.26
H27 0.55 1.90 4.04
H28 0.99 -0.62 4.38
H29 2.41 0.29 3.80

The calculated total energy is -2160.258439 Eh. The value obtained for the LUMO energy is -5.9 eV. The charge is +2. The calculation puts the HOMO energy at -0.5337 Eh.

Atom charges from the Löwdin analysis, given in e for atoms 1 to 6: 1.553 -0.092 -0.198 -0.170 -0.181 -0.200

C19H29KN6O5 as an isolated structure, computed with wB97M-V/def2-TZVPD.

CARTESIAN COORDINATES (ANGSTROEM)
K1 14.03 15.20 22.36
C1 14.06 11.59 24.01
O1 14.25 12.95 24.00
H1 14.60 11.12 24.85
H2 12.97 11.37 24.11
H3 14.35 11.07 23.07
C2 17.87 11.71 19.97
N1 17.65 11.49 21.42
O2 16.59 11.80 21.91
O3 18.54 10.93 22.01
H4 18.18 12.74 19.81
H5 16.95 11.57 19.40
H6 18.65 11.00 19.72
C3 14.37 8.21 22.42
N2 15.65 8.32 23.20
O4 15.55 8.38 24.40
O5 16.69 8.39 22.58
H7 14.52 8.63 21.43
H8 13.72 8.88 22.98
H9 14.10 7.17 22.47
N3 7.45 9.94 22.92
C4 7.89 9.45 21.73
C5 9.27 9.51 21.73
C6 9.67 9.90 23.02
C7 8.54 10.21 23.72
H10 6.51 9.93 23.27
H11 7.18 9.12 20.99
H12 9.95 9.23 20.94
H13 10.66 9.95 23.44
H14 8.33 10.55 24.72
N4 12.60 11.82 28.10
C8 12.18 12.64 29.08
C9 13.29 13.30 29.59
C10 14.40 12.83 28.86
C11 13.96 11.87 27.96
H15 11.99 11.12 27.72
H16 11.15 12.68 29.40
H17 13.39 13.94 30.45
H18 15.44 13.06 29.03
H19 14.42 11.16 27.29
N5 18.71 9.94 24.83
C12 17.78 10.71 25.44
C13 18.33 11.14 26.65
C14 19.62 10.59 26.73
C15 19.91 10.00 25.50
H20 18.59 9.49 23.94
H21 16.74 10.75 25.16
H22 17.83 11.60 27.48
H23 20.35 10.73 27.51
H24 20.71 9.40 25.11
N6 13.04 12.58 21.11
C16 13.86 13.13 20.16
C17 13.05 13.93 19.34
C18 11.74 13.85 19.83
C19 11.76 13.01 20.93
H25 13.29 11.94 21.86
H26 14.87 12.87 19.93
H27 13.32 14.42 18.42
H28 10.89 14.39 19.45
H29 10.91 12.61 21.47

The calculated total energy is -2045.767045 Eh. The value obtained for the LUMO energy is -0.5 eV. The calculation puts the HOMO energy at -0.2385 Eh.

Atom charges from the Löwdin analysis, given in e for atoms 1 to 6: 0.855 -0.420 -0.483 0.034 0.051 0.015

The molecule C19H29N3O8S2, computed with wB97M-V/def2-TZVPD.

CARTESIAN COORDINATES (ANGSTROEM)
C1 -0.25 1.26 3.36
C2 0.65 0.30 2.56
N1 0.40 0.30 1.12
C3 1.30 1.05 0.26
C4 2.34 0.19 -0.47
C5 3.51 -0.26 0.34
O1 3.64 -0.21 1.53
O2 4.53 -0.82 -0.47
C6 4.38 -2.17 -0.66
C7 4.84 -2.65 -2.00
O3 3.92 -2.91 0.19
C8 1.67 2.45 0.68
C9 2.52 2.74 1.91
O4 0.38 3.10 0.81
C10 -0.50 2.52 -0.05
O5 -1.69 2.80 -0.10
C11 0.30 1.47 -0.88
C12 -0.65 0.41 -1.41
C13 -1.25 0.69 -2.79
C14 -2.57 -0.07 -2.85
S1 -3.89 0.83 -1.99
C15 -4.46 -0.47 -0.94
S2 -6.02 -0.83 -0.78
N2 -3.38 -1.09 -0.26
C16 -3.24 -0.62 1.11
C17 -2.08 -1.43 1.74
O6 -1.27 -2.00 0.74
C18 -1.97 -2.99 0.02
C19 -3.42 -2.54 -0.26
O7 0.95 2.16 -1.98
N3 0.54 3.51 -2.16
O8 1.43 4.17 -2.48
H1 -0.65 2.05 2.74
H2 0.32 1.71 4.16
H3 -1.03 0.70 3.85
H4 0.42 -0.70 2.92
H5 1.69 0.47 2.84
H6 0.31 -0.66 0.81
H7 1.83 -0.71 -0.80
H8 2.72 0.66 -1.38
H9 4.68 -3.71 -2.02
H10 4.23 -2.18 -2.76
H11 5.89 -2.41 -2.14
H12 2.13 3.00 -0.13
H13 3.08 1.89 2.26
H14 1.89 3.11 2.71
H15 3.20 3.55 1.68
H16 -1.48 0.34 -0.72
H17 -0.19 -0.57 -1.46
H18 -0.61 0.29 -3.57
H19 -1.43 1.74 -2.97
H20 -2.42 -1.04 -2.39
H21 -2.92 -0.24 -3.86
H22 -3.00 0.44 1.10
H23 -4.14 -0.78 1.71
H24 -2.46 -2.20 2.41
H25 -1.44 -0.74 2.28
H26 -1.94 -3.97 0.50
H27 -1.46 -3.07 -0.94
H28 -4.05 -2.95 0.54
H29 -3.80 -2.93 -1.19

The calculated total energy is -2303.812233 Eh. The value obtained for the LUMO energy is -0.3 eV. The energy relative to the best compared isomer or geometry (same formula, charge and spin) comes out at 0.0 kcal per mole. The calculation puts the HOMO energy at -0.3102 Eh. The SMILES is CCN[C@]1(CC(=O)OC(C)=O)[C@H](C)OC(=O)[C@@]1(CCCSC(=S)N1CCOCC1)ON=O.

Atom charges from the Löwdin analysis, given in e for atoms 1 to 6: -0.063 -0.225 0.058 -0.309 0.018 -0.369

> What is the LUMO in the sixth record?

-5.9 eV